1.
82
Properties=species:S:1:pos:R:3:mulliken_charge:R:1 method="wB97M-V/def2-TZVPD" homo_ev=-9.165 total_charge=0 max_force_ev_per_a=8.7 de_lowest_kcal_mol=171.7 e_lumo_ev=0.0 homo_lumo_gap_ev=9.17 smiles="CC[C@H](Br)[C@@H]1[C@H](S(C)(=O)=O)[C@@H]([PH2]=O)COS1(=O)=O.CNC(C)=O.CNC(C)=O.CNC(C)=O.CNC(C)=O" molar_mass_g_mol=675.60
C -5.31 -1.10 1.74 -0.481
C -5.82 -0.47 0.27 -0.414
C -4.66 -0.36 -0.85 -0.638
Br -3.71 -2.16 -1.03 -0.125
C -3.55 0.81 -0.72 0.033
C -2.80 1.00 0.71 -0.492
S -3.65 1.96 2.03 1.372
C -2.86 3.60 2.51 -0.908
O -5.16 2.25 1.83 -0.638
O -3.57 1.08 3.35 -0.597
C -1.34 1.71 0.32 -0.089
P -0.04 0.40 -0.31 0.663
O 0.34 -0.67 0.80 -0.713
C -1.52 2.93 -0.78 -0.471
O -2.86 3.59 -0.73 -0.405
S -4.04 2.51 -1.33 1.160
O -3.83 2.48 -2.90 -0.671
O -5.50 2.92 -1.10 -0.555
H -5.88 -2.12 1.94 0.390
H -4.17 -1.35 1.76 0.011
H -5.64 -0.35 2.59 0.156
H -6.60 -1.28 -0.12 0.326
H -6.48 0.52 0.42 0.213
H -5.20 -0.23 -1.90 0.477
H -2.68 0.48 -1.48 0.242
H -2.49 -0.09 1.11 0.300
H -3.71 4.45 2.47 0.330
H -2.54 3.57 3.66 0.331
H -2.01 3.97 1.80 0.213
H -0.81 2.20 1.26 0.392
H 1.19 1.05 -0.75 0.055
H -0.60 -0.27 -1.48 0.036
H -0.73 3.80 -0.58 0.174
H -1.34 2.56 -1.89 0.416
C -3.50 -1.86 5.60 -1.212
C -4.20 -2.83 4.69 0.701
O -5.05 -2.46 3.88 -0.590
N -3.87 -4.15 4.78 -0.167
C -2.92 -4.78 5.66 -0.845
H -3.87 -0.85 5.41 0.200
H -3.70 -2.11 6.64 0.400
H -2.42 -1.88 5.41 0.362
H -4.39 -4.73 4.13 0.232
H -2.17 -5.29 5.04 0.276
H -3.44 -5.52 6.26 0.287
H -2.42 -4.06 6.31 0.325
C 3.93 2.71 0.77 -1.627
C 3.13 3.19 -0.41 0.736
O 2.14 2.58 -0.81 -0.563
N 3.52 4.33 -1.03 -0.112
C 4.65 5.19 -0.71 -0.963
H 3.49 1.78 1.16 0.330
H 4.96 2.50 0.46 0.417
H 3.92 3.46 1.57 0.418
H 2.93 4.59 -1.81 0.328
H 4.26 6.19 -0.50 0.319
H 5.29 5.23 -1.59 0.310
H 5.22 4.82 0.14 0.346
C 3.94 1.93 -3.42 -0.855
C 5.25 1.92 -4.15 0.533
O 5.86 2.96 -4.41 -0.695
N 5.77 0.72 -4.53 -0.105
C 5.22 -0.60 -4.33 -0.739
H 3.66 2.96 -3.18 0.115
H 3.15 1.49 -4.05 0.412
H 4.03 1.37 -2.48 0.315
H 6.65 0.80 -5.02 0.236
H 5.94 -1.18 -3.76 0.316
H 5.08 -1.06 -5.31 0.252
H 4.27 -0.58 -3.80 0.230
C 2.81 -3.65 -1.48 -1.139
C 4.12 -3.65 -2.21 0.741
O 4.73 -2.62 -2.47 -0.627
N 4.64 -4.86 -2.60 -0.174
C 4.09 -6.17 -2.39 -0.846
H 2.53 -2.62 -1.24 0.176
H 2.03 -4.08 -2.11 0.358
H 2.90 -4.21 -0.55 0.362
H 5.53 -4.77 -3.08 0.239
H 4.82 -6.76 -1.82 0.286
H 3.95 -6.64 -3.37 0.277
H 3.14 -6.15 -1.86 0.332

---

2.
73
Properties=species:S:1:pos:R:3:mulliken_charge:R:1 method="wB97M-V/def2-TZVPD" spin_multiplicity=3 homo_ev="-5.327 / -6.214" total_charge=0 s_squared=2.016 max_force_ev_per_a=3.7 e_lumo_ev="-0.3 / -2.5" homo_lumo_gap_ev="5.07 / 3.68" molar_mass_g_mol=704.17
W -2.17 -0.68 -0.20 1.051
P -1.77 1.20 0.97 0.676
C -2.70 2.35 -0.14 0.694
C -2.82 0.76 2.41 0.465
C -0.45 2.28 1.54 0.669
C -3.14 1.68 -1.44 -1.938
H -1.93 3.10 -0.39 0.553
C -3.88 3.07 0.57 -1.585
H -4.71 2.39 0.80 0.285
H -4.27 3.83 -0.13 0.472
H -3.57 3.59 1.49 0.298
H -2.30 1.45 -2.12 0.404
H -3.72 2.46 -1.97 0.541
H -3.81 0.81 -1.32 0.299
H 0.01 2.57 0.58 0.344
C 0.60 1.56 2.37 -1.706
C -0.96 3.53 2.26 -1.726
H -1.54 4.19 1.60 0.378
H -0.09 4.10 2.60 0.459
H -1.56 3.29 3.15 0.301
H 0.68 0.49 2.14 -0.159
H 0.41 1.64 3.45 0.323
H 1.59 1.99 2.21 0.674
C -4.00 -0.10 1.95 -1.834
H -3.18 1.75 2.76 0.521
C -2.01 0.10 3.56 -1.193
H -4.66 0.39 1.21 0.248
H -4.60 -0.26 2.86 0.490
H -3.69 -1.11 1.61 0.467
H -1.24 -0.61 3.20 0.046
H -2.70 -0.47 4.20 0.478
H -1.50 0.84 4.20 0.232
Cl -1.77 -2.50 1.13 -0.500
H -0.47 -0.26 0.04 -0.231
H -0.51 -1.17 -0.21 -0.083
P 2.21 -1.25 -1.67 -0.482
C 3.29 0.15 -1.78 0.711
C 2.64 -2.96 -1.26 0.874
C 0.64 -1.06 -2.75 0.537
C 3.33 0.98 -0.49 -1.069
H 2.83 0.77 -2.56 0.564
C 4.65 -0.35 -2.26 -1.551
H 5.15 -0.94 -1.48 0.327
H 5.27 0.51 -2.51 0.458
H 4.54 -0.96 -3.17 0.418
H 2.33 1.25 -0.16 0.000
H 3.88 1.92 -0.68 0.479
H 3.82 0.45 0.34 0.174
H 0.68 0.01 -3.02 0.443
C -0.83 -1.29 -2.21 -1.526
C 1.01 -1.87 -4.03 -1.415
H 1.94 -1.51 -4.50 0.383
H 0.22 -1.77 -4.79 0.459
H 1.12 -2.95 -3.83 0.243
H -1.29 -0.25 -1.85 -0.359
H -0.87 -2.21 -1.61 0.415
H -1.48 -1.57 -3.05 0.669
C 3.30 -3.08 0.13 -1.368
H 3.39 -3.16 -2.06 0.485
C 1.47 -3.96 -1.34 -1.435
H 4.08 -2.34 0.31 0.417
H 3.75 -4.08 0.20 0.471
H 2.55 -2.96 0.93 0.132
H 0.69 -3.73 -0.59 0.266
H 1.90 -4.94 -1.12 0.474
H 1.02 -4.03 -2.34 0.295
Cl 3.61 -2.26 4.79 -0.163
C 2.57 -1.05 4.03 0.463
Cl 1.32 -1.87 3.02 -0.154
Cl 1.75 -0.07 5.25 -0.134
C 3.51 -0.13 3.02 0.491
O 3.45 1.10 3.23 -0.688
O 4.11 -0.83 2.18 -0.717

---

3.
70
Properties=species:S:1:pos:R:3:mulliken_charge:R:1 method="wB97M-V/def2-TZVPD" homo_ev=-13.853 total_charge=+2 max_force_ev_per_a=11.4 de_lowest_kcal_mol=0.0 e_lumo_ev=-6.6 homo_lumo_gap_ev=7.29 molar_mass_g_mol=507.34
In 0.31 -0.43 -0.31 2.350
P -0.32 0.38 -2.46 -0.158
P 0.96 -1.42 1.77 -0.107
N -0.36 -2.18 -0.85 -0.131
C -0.86 -1.27 -3.05 -0.917
H -1.63 -1.15 -3.83 0.480
H 0.02 -1.75 -3.50 0.504
C -1.36 -2.14 -1.88 -1.083
H -2.34 -1.74 -1.52 0.155
H -1.54 -3.16 -2.22 0.612
C -0.71 -3.04 0.25 -1.052
H -0.92 -4.04 -0.15 0.638
H -1.64 -2.72 0.78 0.153
C 0.45 -3.11 1.26 -0.983
H 1.32 -3.58 0.78 0.522
H 0.18 -3.69 2.15 0.474
C -0.09 -0.96 3.19 0.807
C -0.09 0.53 3.54 -1.073
H -0.86 0.74 4.30 0.531
H -0.33 1.15 2.67 0.028
H 0.87 0.88 3.91 0.287
C 2.74 -1.44 2.07 0.706
C 3.26 -0.11 2.63 -1.417
H 4.37 -0.12 2.63 0.489
H 2.94 0.04 3.67 0.297
H 2.93 0.75 2.04 0.215
C 1.05 0.92 -3.49 0.765
C 1.50 2.36 -3.18 -1.427
H 2.44 2.58 -3.71 0.486
H 1.67 2.51 -2.10 0.212
H 0.76 3.09 -3.51 0.296
C -1.81 1.45 -2.46 0.629
C -1.67 2.74 -1.65 -1.098
H -2.65 3.24 -1.59 0.543
H -0.96 3.44 -2.10 0.270
H -1.34 2.55 -0.63 -0.005
C 1.07 1.43 0.25 -0.035
C 3.19 -2.64 2.93 -1.403
H 2.86 -2.54 3.97 0.278
H 2.82 -3.59 2.53 0.347
H 4.29 -2.69 2.93 0.470
C 0.78 0.73 -5.00 -1.419
H 1.71 0.92 -5.56 0.470
H 0.45 -0.29 -5.23 0.352
H 0.02 1.43 -5.37 0.278
C -2.28 1.74 -3.90 -1.566
H -3.29 2.19 -3.86 0.437
H -1.63 2.46 -4.40 0.324
H -2.36 0.83 -4.51 0.352
C 0.25 -1.81 4.43 -1.585
H 1.19 -1.50 4.89 0.313
H -0.54 -1.66 5.19 0.442
H 0.29 -2.88 4.21 0.348
H -1.10 -1.23 2.85 0.078
H -2.57 0.82 -1.97 0.310
H 3.17 -1.57 1.06 0.374
H 1.87 0.24 -3.21 0.265
O 1.40 2.51 0.62 -0.311
H 2.62 -1.58 -1.82 0.156
H 2.92 -1.02 -1.45 -0.125
C -3.20 0.88 1.74 -1.371
C -1.93 1.55 1.43 0.415
C -1.67 2.95 1.80 -1.179
O -1.10 0.89 0.81 -0.160
H -3.86 1.57 2.26 0.482
H -3.04 -0.01 2.38 0.247
H -3.68 0.56 0.80 0.266
H -1.78 3.08 2.90 0.461
H -0.69 3.35 1.52 0.186
H -2.45 3.59 1.33 0.504

---

4.
73
Properties=species:S:1:pos:R:3:mulliken_charge:R:1 method="wB97M-V/def2-TZVPD" homo_ev=-11.070 total_charge=+1 max_force_ev_per_a=1.0 de_lowest_kcal_mol=10.6 e_lumo_ev=-3.3 homo_lumo_gap_ev=7.74 molar_mass_g_mol=438.65
C 3.19 -2.47 0.13 -1.384
C 2.42 -1.54 -0.82 0.547
C 3.28 -1.06 -1.98 -0.966
C 2.55 -0.20 -2.99 -0.215
O 2.58 1.18 -2.58 -0.319
N 1.35 1.84 -2.75 -0.227
C 0.56 1.73 -1.62 0.097
N 1.01 2.29 -0.43 -0.390
N -0.59 1.14 -1.68 0.255
C -1.61 1.04 -0.63 -0.594
C -2.91 1.59 -1.19 -0.775
C -3.56 0.69 -2.25 -0.495
S -3.59 -1.09 -1.89 -0.157
H 4.22 -2.59 -0.20 0.421
H 3.24 -2.05 1.13 0.327
H 2.72 -3.44 0.22 0.320
H 2.06 -0.68 -0.26 -0.355
H 1.53 -2.05 -1.20 0.303
H 4.13 -0.50 -1.57 0.372
H 3.67 -1.93 -2.52 0.423
H 3.05 -0.26 -3.95 0.370
H 1.52 -0.56 -3.08 0.200
H 0.87 1.57 -3.61 0.321
H 1.23 3.27 -0.58 0.294
H 1.88 1.83 -0.16 0.324
H -0.83 0.71 -2.56 0.350
H -1.68 0.00 -0.34 0.088
H -1.33 1.61 0.26 0.482
H -2.64 2.53 -1.69 0.353
H -3.58 1.88 -0.39 0.391
H -3.14 0.86 -3.23 0.138
H -4.61 0.96 -2.32 0.394
H -2.38 -1.48 -2.30 0.106
C 4.19 -5.86 3.32 -1.124
C 5.17 -4.73 3.10 0.881
O 5.55 -4.43 1.99 -0.545
C 5.65 -4.00 4.33 -1.117
H 3.92 -6.30 2.36 0.288
H 4.64 -6.62 3.96 0.373
H 3.29 -5.48 3.81 0.305
H 6.15 -4.70 5.00 0.348
H 4.80 -3.56 4.85 0.300
H 6.35 -3.22 4.04 0.297
C -0.49 -0.13 2.27 -0.377
C -0.16 -0.92 3.51 0.557
O -0.34 -2.11 3.55 -0.581
C 0.38 -0.14 4.68 -1.099
H -0.88 -0.81 1.51 0.201
H -1.25 0.62 2.51 0.219
H 0.40 0.37 1.89 0.217
H -0.34 0.62 4.98 0.215
H 1.31 0.35 4.40 0.319
H 0.57 -0.82 5.51 0.345
C -3.39 4.24 4.51 -1.194
C -3.11 2.77 4.41 0.808
O -2.08 2.35 3.93 -0.517
C -4.18 1.83 4.93 -1.100
H -2.55 4.80 4.11 0.291
H -4.29 4.50 3.95 0.356
H -3.54 4.52 5.55 0.360
H -5.11 1.99 4.38 0.337
H -4.36 2.02 5.99 0.354
H -3.86 0.80 4.80 0.270
C -2.33 2.93 -7.21 -1.154
C -2.26 1.61 -6.49 0.860
O -1.40 1.38 -5.66 -0.556
C -3.31 0.58 -6.83 -1.145
H -1.53 3.58 -6.87 0.304
H -2.24 2.77 -8.28 0.347
H -3.29 3.41 -7.01 0.336
H -3.25 0.33 -7.89 0.416
H -4.30 0.97 -6.62 0.326
H -3.14 -0.32 -6.24 0.278